Entry 1:
The following is a DFT calculation (ωB97M-V/def2-TZVPD) of a 6-piece molecular cluster, C20H54F3N2O9P2 overall at a distorted geometry.

## Properties
E_tot: -69742.7178 eV
frontier orbital gap: 0.311 hartree
lowest unoccupied orbital energy: -3.29 eV
E_HOMO: -11.7609 eV

```
! RIJCOSX wB97M-V def2-TZVPD def2/J DEFGRID3
* xyz 1 1
C 0.70484 3.47247 -5.16524
C -0.30558 3.15441 -3.93234
O 0.01558 1.80495 -3.50866
N -0.40596 1.48810 -2.22137
C 0.75745 1.85654 -1.30859
C 0.43582 1.75005 0.24514
O 0.17143 0.43349 0.73463
C 1.75247 2.26748 1.03838
F 1.61573 3.66146 1.17212
F 1.78794 1.71987 2.33831
F 2.94397 2.00138 0.36866
P -0.64854 -0.34499 -2.32373
N 0.61546 -1.14933 -1.79035
P -1.98758 2.21347 -1.73325
O -2.64259 1.37156 -0.38517
O -1.76998 3.79140 -1.08475
H 1.56971 2.72981 -5.20514
H 1.10690 4.53183 -5.03439
H 0.14178 3.44904 -6.14813
H -1.35031 3.27268 -4.38646
H -0.07402 3.96444 -3.16094
H 1.67154 1.23822 -1.62087
H 1.08015 2.94376 -1.49317
H -0.40289 2.42126 0.61767
H 0.99669 -0.09169 0.74862
H -1.83404 -0.76545 -1.65466
H -0.81281 -0.66531 -3.71440
H 0.26923 -1.74480 -1.01428
H -3.22392 0.64648 -0.69367
H -2.15414 4.35568 -1.79993
C 5.62968 4.61765 -3.91305
C 4.56166 3.59183 -3.56931
C 5.13096 2.46116 -2.72615
O 4.01145 3.05640 -4.77348
H 6.43584 4.16075 -4.49513
H 5.20974 5.41772 -4.52771
H 6.05859 5.05885 -3.01032
H 3.74499 4.07892 -3.02790
H 5.91990 1.93030 -3.26736
H 4.35532 1.72522 -2.49565
H 5.54502 2.83798 -1.78789
H 4.72465 2.62359 -5.26023
C -3.60273 -5.54484 -2.29412
C -2.65684 -4.51984 -1.69123
C -3.17188 -4.01091 -0.35389
O -2.50878 -3.41973 -2.59334
H -4.58875 -5.10629 -2.47880
H -3.22664 -5.89336 -3.25918
H -3.72286 -6.40705 -1.63363
H -1.66779 -4.96596 -1.55834
H -4.14294 -3.51887 -0.47142
H -2.48767 -3.26594 0.06368
H -3.27980 -4.82680 0.36408
H -3.37885 -3.01889 -2.71775
C -2.19887 2.97371 3.72237
C -2.77339 1.56679 3.73955
C -1.67964 0.52646 3.92277
O -3.46376 1.31918 2.51388
H -1.49566 3.09935 2.89052
H -2.99393 3.71081 3.57823
H -1.67776 3.19833 4.65498
H -3.50416 1.47780 4.54734
H -0.95979 0.56784 3.09831
H -2.10409 -0.48117 3.92216
H -1.14295 0.67953 4.86232
H -2.82435 1.39640 1.79401
C 1.80584 4.95355 6.06376
C 0.75986 3.90802 6.41688
C 1.36751 2.76510 7.21481
O 0.17765 3.39407 5.21791
H 2.59840 4.51906 5.44594
H 1.35812 5.76284 5.48132
H 2.25836 5.37875 6.96266
H -0.04370 4.37264 6.99419
H 2.14506 2.25580 6.63639
H 0.60769 2.01600 7.45202
H 1.80691 3.12484 8.14813
H 0.88050 2.98058 4.69919
C -0.62727 -8.79285 -1.77189
C -1.29363 -8.56606 -0.42369
C -0.59691 -9.34936 0.67782
O -2.66090 -8.96579 -0.49801
H -0.67082 -9.84888 -2.05556
H -1.14544 -8.23319 -2.55518
H 0.41967 -8.47997 -1.75285
H -1.27918 -7.49944 -0.18158
H -0.63947 -10.42455 0.47829
H -1.09323 -9.18588 1.63765
H 0.45090 -9.05339 0.77113
H -2.68415 -9.90709 -0.71173
*
```

=====

Entry 2:
The following is a DFT calculation (ωB97M-V/def2-TZVPD) of a 7-piece molecular cluster, C20H54O8 overall at a distorted geometry.

## Properties
E_tot: -37980.2406 eV
frontier orbital gap: 0.335 hartree
energy relative to the best compared isomer or geometry (same formula, charge and spin): 359.8 kcal/mol
lowest unoccupied orbital energy: 0.17 eV
E_HOMO: -8.9473 eV
SMILES string: CC(C)O.CC(C)O.CC(C)O.CC(C)O.CC(C)O.CC(C)O.OCCO

```
! RIJCOSX wB97M-V def2-TZVPD def2/J DEFGRID3
* xyz 0 1
C 0.31692 0.36693 -0.51991
C 0.09412 -0.19061 0.93320
O 1.37020 -0.70068 1.14679
O -0.80463 1.12603 -0.88692
H 0.55636 -0.57863 -1.08250
H 1.12809 1.00576 -0.69481
H -0.73128 -0.63192 1.04346
H -0.15026 0.51589 1.66397
H 1.30961 -1.26736 2.00260
H -1.48121 0.46589 -0.84178
C -5.10841 -0.51217 -2.73281
C -3.56163 -0.39713 -2.62751
C -3.11601 0.76442 -3.40651
O -3.23225 -0.15281 -1.20534
H -5.27718 -0.81750 -3.84271
H -5.69787 0.32992 -2.57635
H -5.65782 -1.14703 -2.26588
H -3.28585 -1.49347 -3.10928
H -3.35458 1.92008 -2.92103
H -3.27501 0.72085 -4.49225
H -2.05942 0.69136 -3.51318
H -3.13429 -1.00115 -0.51051
C 0.90263 -3.56942 -5.50311
C 1.06097 -2.34279 -4.61344
C -0.29108 -1.81186 -4.12418
O 1.78043 -2.65839 -3.44957
H 1.92228 -3.80552 -5.74361
H 0.46059 -3.43756 -6.30861
H 0.40051 -4.36409 -4.97497
H 1.65822 -1.38150 -4.79386
H -0.29073 -0.97192 -3.65970
H -0.73195 -2.68963 -3.44711
H -1.20029 -1.86853 -4.93102
H 2.65056 -2.46064 -3.71688
C 5.42787 1.76155 2.29770
C 3.90268 1.72607 1.96438
C 3.34779 3.02121 1.30186
O 3.70455 0.67396 1.07512
H 6.13762 2.07733 1.55137
H 5.77286 1.11866 2.75213
H 5.54177 2.56274 3.14975
H 3.35726 1.59970 2.73892
H 3.72729 3.76889 1.96819
H 2.17197 2.97376 1.07042
H 3.94518 3.14387 0.30581
H 2.67615 0.41367 0.91680
C 0.44399 -3.84129 2.59795
C 1.86425 -3.46561 3.08439
C 2.90305 -3.71603 2.03204
O 1.78309 -1.98697 3.52960
H 0.37103 -4.92720 2.43514
H 0.03603 -3.44643 1.64542
H -0.34416 -3.48165 3.31702
H 2.01791 -4.16336 3.90371
H 3.03652 -4.80956 1.76624
H 3.82958 -3.37304 2.43186
H 2.51039 -2.95892 1.13444
H 2.61907 -1.61947 4.00046
C -3.43581 -1.83240 4.63155
C -2.41105 -0.87609 4.48900
C -2.77021 0.27475 3.44572
O -2.23358 -0.24194 5.79850
H -3.08969 -2.59053 5.22827
H -3.56840 -2.28266 3.84422
H -4.47711 -1.47555 5.05343
H -1.36607 -1.49374 4.20740
H -3.64680 0.76465 3.75358
H -2.83395 -0.15792 2.47904
H -2.05211 1.10367 3.49904
H -2.79376 -0.84706 6.38148
C 0.51085 4.69413 -0.46794
C -0.37811 4.70252 -1.81572
C 0.08147 5.78700 -2.78037
O -0.24709 3.42392 -2.38554
H 1.41492 4.74867 -0.76151
H 0.36003 3.80936 0.04844
H 0.15679 5.67856 0.15888
H -1.43384 4.92984 -1.53161
H -0.61337 5.94730 -3.65771
H 0.98855 5.72546 -3.01186
H 0.34887 6.64717 -1.97291
H -0.46405 2.85416 -1.89875
*
```

=====

Entry 3:
The following is a DFT calculation (ωB97M-V/def2-TZVPD) of a 9-piece molecular cluster, C20H56BF4O7 overall at a distorted geometry.

## Properties
E_tot: -47526.7107 eV
frontier orbital gap: 0.338 hartree
energy relative to the best compared isomer or geometry (same formula, charge and spin): 0.0 kcal/mol
lowest unoccupied orbital energy: 2.49 eV
E_HOMO: -6.7118 eV

```
! RIJCOSX wB97M-V def2-TZVPD def2/J DEFGRID3
* xyz -1 1
B 153.28700 145.09800 40.12500
F 152.67600 146.12600 40.61300
F 152.79500 143.90400 40.77300
F 152.98800 144.92200 38.82800
F 154.64500 145.05800 40.21100
C 153.26600 149.72000 40.06100
C 154.35200 149.89100 39.14000
C 154.25900 151.00500 38.05200
C 154.47300 152.45500 38.70800
C 154.44600 153.62400 37.77400
C 154.44600 154.96600 38.43800
H 152.30700 149.67400 39.47000
H 152.99200 150.44300 40.69000
H 153.29900 148.58900 40.43200
H 154.42300 149.02800 38.61300
H 155.38000 150.24100 39.57500
H 153.37200 150.94600 37.47600
H 154.96500 150.85400 37.20300
H 155.41600 152.59100 39.28000
H 153.74600 152.73800 39.43200
H 153.43600 153.65600 37.24100
H 155.19800 153.63700 37.09600
H 154.27300 155.76800 37.65900
H 155.48700 155.05600 38.91700
H 153.68500 155.14300 39.12300
C 151.96500 148.45400 35.61000
C 152.26900 147.51600 36.79100
O 152.11900 146.20800 36.50300
H 150.81800 148.38000 35.40900
H 152.55100 148.17900 34.69000
H 152.16000 149.43700 35.80400
H 151.53400 147.57200 37.60300
H 153.25900 147.62200 37.12500
H 152.38200 145.57300 37.16000
C 150.59700 144.02700 45.27600
C 151.47300 144.46100 44.05600
O 151.48100 143.48900 43.04300
H 149.70700 143.56200 44.90400
H 150.41400 144.77600 46.03100
H 151.12700 143.31900 45.92300
H 152.40400 144.78000 44.63500
H 151.06500 145.38500 43.77400
H 151.83500 143.90400 42.17000
C 149.73200 140.68900 39.49000
C 150.77500 141.56000 40.15000
O 151.45300 142.18100 39.17000
H 149.27100 140.11900 40.20100
H 150.23400 140.06600 38.65900
H 148.94600 141.28800 39.06300
H 151.40100 140.77100 40.70100
H 150.28200 142.11200 40.87300
H 152.09000 142.86100 39.53800
C 156.07800 146.12200 36.98700
C 156.16100 147.36800 36.12600
O 157.54000 147.50500 35.69000
H 156.21600 145.32000 36.36800
H 154.95100 146.08900 37.56400
H 156.72200 146.45700 37.87300
H 156.14800 148.16500 36.60100
H 155.40800 147.14800 35.20900
H 157.67500 148.16000 35.15300
C 154.72500 140.31400 38.62800
C 155.18600 141.73600 38.83400
O 154.62100 142.46400 37.84200
H 155.25000 139.62500 39.31100
H 155.23000 139.96000 37.59200
H 153.67700 140.12800 38.70800
H 156.19200 141.92200 38.70200
H 154.85500 142.25600 39.77000
H 154.04100 143.18700 38.23200
C 148.22100 146.17500 38.71000
C 149.42100 145.22100 39.20500
O 149.33100 144.14700 38.39700
H 147.29100 145.76000 39.14300
H 148.09700 146.25900 37.72700
H 148.43600 147.16000 39.24700
H 149.63100 145.13100 40.20400
H 150.45600 145.79900 38.86700
H 150.24000 143.53200 38.48300
C 155.80000 147.43800 44.11700
C 154.81700 146.82600 43.12000
O 153.58100 147.37400 43.20400
H 156.73700 146.84400 43.97900
H 155.59900 147.48100 45.26300
H 155.88500 148.50800 43.58400
H 154.83600 145.80500 43.52000
H 155.15800 146.63600 42.15100
H 153.02100 147.12700 42.49700
*
```